[1]
{
  "formula": "C2H5N3O3S2",
  "method": "ωB97M-V/def2-TZVPD",
  "orbital_gap_ev": 9.35,
  "charge": 0,
  "smiles": "NC(=O)ON(S)C(=O)NS",
  "homo_energy_ev": -9.07,
  "max_force_ev_per_a": 4.0,
  "multiplicity": 1,
  "total_energy_ha": -1265.513594,
  "elements": ["N", "C", "O", "O", "N", "S", "C", "O", "N", "S", "H", "H", "H", "H", "H"],
  "positions_angstrom": [[-2.5579, -0.8754, -0.4282], [-1.6598, -0.1613, 0.2627], [-1.7151, 0.2096, 1.4079], [-0.6695, 0.1868, -0.5791], [0.4055, 1.1153, -0.1069], [0.1278, 2.8085, -0.1232], [1.6393, 0.5897, 0.0346], [2.4947, 1.2536, 0.5910], [1.7759, -0.6466, -0.5158], [2.9809, -1.6429, 0.1694], [-3.3637, -1.1414, 0.0873], [-2.4356, -0.9343, -1.3822], [-0.2137, 3.0459, 1.2263], [0.9944, -1.0298, -0.9838], [2.1968, -2.7779, 0.3401]],
  "lowdin_charge": [0.209, -0.642, 0.100, -0.031, -0.362, 0.864, -0.736, 0.030, -0.320, 0.795, 0.120, 0.087, -0.074, 0.077, -0.117]
}

---

[2]
{
  "formula": "C2H5N3O4",
  "method": "ωB97M-V/def2-TZVPD",
  "orbital_gap_ev": 8.84,
  "de_lowest_kj_mol": 254.60,
  "charge": 0,
  "homo_energy_ev": -9.97,
  "max_force_ev_per_a": 4.1,
  "multiplicity": 1,
  "total_energy_ha": -544.290094,
  "elements": ["C", "C", "N", "N", "N", "O", "O", "O", "O", "H", "H", "H", "H", "H"],
  "positions_angstrom": [[0.2031, 0.0005, 1.2387], [-0.4019, -0.1540, -0.1990], [1.1097, 0.9334, 1.3996], [-1.0283, -1.3074, -0.3481], [-0.8049, 0.9798, -1.0135], [-0.3552, 2.0910, -0.8671], [-0.0971, -0.9387, 1.9388], [-1.5174, 0.6649, -1.9064], [1.3956, -0.2681, -1.1830], [1.4104, 1.5608, 0.6762], [1.5266, 0.8144, 2.3091], [-1.1399, -1.8377, 0.4976], [-1.6920, -1.2973, -1.1204], [1.3913, -1.2416, -1.4224]],
  "lowdin_charge": [-0.481, -0.191, 0.215, 0.191, -0.365, 0.114, 0.070, 0.114, -0.197, 0.113, 0.134, 0.118, 0.133, 0.034]
}

---

[3]
{
  "formula": "C2H5N3OS",
  "method": "ωB97M-V/def2-TZVPD",
  "orbital_gap_ev": 8.81,
  "de_lowest_kj_mol": 601.78,
  "charge": 0,
  "homo_energy_ev": -8.64,
  "max_force_ev_per_a": 7.0,
  "multiplicity": 1,
  "total_energy_ha": -716.711505,
  "elements": ["C", "C", "H", "H", "H", "H", "H", "N", "N", "N", "O", "S"],
  "positions_angstrom": [[-0.5241, -0.6084, -0.7029], [1.0136, 1.0652, 1.6766], [-1.4693, 0.7526, -2.2621], [-2.1422, -1.2598, -2.1773], [0.0619, -1.7375, 0.7202], [1.9573, -0.1565, 0.2422], [1.8605, 0.8952, 2.3842], [-1.2741, -0.6382, -1.9035], [-0.5651, -1.6179, 0.0222], [1.1319, 0.3109, 0.4672], [0.1088, 0.6927, -0.4477], [-0.1592, 2.3017, 1.9809]],
  "lowdin_charge": [-0.551, -0.577, 0.270, 0.127, 0.002, 0.122, 0.065, 0.030, 0.155, -0.081, -0.099, 0.537]
}

---

[4]
{
  "formula": "C2H5N3OS",
  "method": "ωB97M-V/def2-TZVPD",
  "orbital_gap_ev": 9.87,
  "de_lowest_kj_mol": 592.87,
  "charge": 0,
  "homo_energy_ev": -9.55,
  "max_force_ev_per_a": 5.3,
  "multiplicity": 1,
  "total_energy_ha": -716.714899,
  "elements": ["C", "C", "H", "H", "H", "H", "H", "N", "N", "N", "O", "S"],
  "positions_angstrom": [[-0.5819, 0.1052, 0.1980], [0.9614, -2.4202, 0.6587], [0.6513, 1.8332, -1.2128], [-1.3499, 2.5046, -1.8664], [-1.1521, 1.9921, 1.0952], [0.0514, -2.0116, 1.2287], [1.6744, -3.1966, 0.9443], [-0.4856, 2.4557, -0.8629], [-1.0225, 1.3942, 0.0923], [1.4465, -1.7555, -0.3467], [-0.7447, -0.4648, 1.2486], [0.5516, -0.4364, -1.1771]],
  "lowdin_charge": [-0.780, -0.107, 0.117, 0.180, 0.221, 0.072, 0.069, -0.117, -0.163, -0.339, -0.033, 0.880]
}

---

[5]
{
  "formula": "C2H5N3OS2",
  "method": "ωB97M-V/def2-TZVPD",
  "orbital_gap_ev": 8.59,
  "de_lowest_kj_mol": 389.28,
  "charge": 0,
  "smiles": "O/N=C(/C=N\\S)NS",
  "homo_energy_ev": -8.65,
  "max_force_ev_per_a": 4.8,
  "multiplicity": 1,
  "total_energy_ha": -1114.946281,
  "elements": ["O", "N", "C", "C", "N", "S", "N", "S", "H", "H", "H", "H", "H"],
  "positions_angstrom": [[2.7859, -0.4547, -0.6250], [1.9449, -1.1902, 0.1197], [0.8294, -0.5858, 0.2519], [-0.3799, -1.1285, 0.9324], [-1.6761, -0.9844, 0.6888], [-2.2790, -0.3565, -0.6634], [0.8533, 0.6874, -0.4381], [0.0377, 1.8919, 0.4396], [3.6378, -0.8980, -0.2888], [-0.1228, -1.9066, 1.7580], [-1.2000, -0.1771, -1.3886], [1.7573, 0.9242, -0.7990], [-1.0521, 1.8256, -0.3998]],
  "lowdin_charge": [-0.090, -0.007, -0.417, -0.200, -0.432, 0.764, -0.401, 0.743, 0.161, 0.140, -0.143, 0.049, -0.167]
}

---

[6]
{
  "formula": "C2H5N3S",
  "method": "ωB97M-V/def2-TZVPD",
  "orbital_gap_ev": 7.23,
  "de_lowest_kj_mol": 560.62,
  "charge": 0,
  "homo_energy_ev": -8.45,
  "max_force_ev_per_a": 8.4,
  "multiplicity": 1,
  "total_energy_ha": -641.470507,
  "elements": ["C", "C", "H", "H", "H", "H", "H", "N", "N", "N", "S"],
  "positions_angstrom": [[0.6259, -0.3101, -0.1246], [-0.7729, 0.3052, -0.0416], [3.7329, 0.2446, -0.0882], [2.8619, -1.4289, -0.3368], [0.7527, -1.4908, -0.4971], [-1.7069, 2.1787, 0.9297], [0.0000, 2.2635, -0.1397], [2.9663, -0.4328, 0.0760], [1.7843, 0.2813, 0.2002], [-0.7269, 1.5755, -0.2364], [-2.0578, -0.7316, 0.0532]],
  "lowdin_charge": [-0.202, -1.044, 0.096, 0.120, 0.141, 0.313, 0.058, -0.038, -0.082, 0.041, 0.596]
}